Record 1
Below is a 2-piece molecular cluster, C3H12N2S overall in a non-equilibrium geometry, with properties calculated with ωB97M-V/def2-TZVPD.

Output
HOMO-LUMO gap = 0.346 hartree
SMILES string = CCS.NCN
HOMO level = -8.51 eV
energy relative to the best compared isomer or geometry (same formula, charge and spin) = 53.9 kJ/mol

```
! wB97M-V def2-TZVPD RIJCOSX def2/J DEFGRID3
* xyz 0 1
C 2.08928 -1.45195 1.40585
C 1.91206 -0.00604 1.94259
S 0.34103 0.67866 1.47313
H 1.45180 -2.10718 1.98482
H 1.88847 -1.43409 0.33567
H 3.11758 -1.76607 1.60490
H 2.72323 0.61473 1.55472
H 1.85221 0.04619 3.03011
H -0.18789 -0.44568 0.88588
N -0.53191 0.55035 -1.57580
C -1.39522 -0.29599 -2.35224
N -2.83703 0.02619 -2.26080
H 0.38307 0.15819 -1.42316
H -0.47307 1.52478 -1.81959
H -1.29059 -1.27953 -1.88499
H -1.09283 -0.33766 -3.41151
H -2.86689 1.00190 -1.97088
H -3.23164 -0.41658 -1.43925
*
```

Löwdin atomic charge list, values in e, 5 entries: atom 1 (C): -0.171, atom 2 (C): -0.654, atom 3 (S): 0.679, atom 4 (H): 0.065, atom 5 (H): 0.056


Record 2
Below is C5H8N2 in the gas phase in a non-equilibrium geometry, with properties calculated with ωB97M-V/def2-TZVPD.

Output
HOMO-LUMO gap = 0.384 hartree
SMILES string = C=C(C)CNC#N
HOMO level = -9.77 eV
energy relative to the best compared isomer or geometry (same formula, charge and spin) = 121.5 kJ/mol

```
! wB97M-V def2-TZVPD RIJCOSX def2/J DEFGRID3
* xyz 0 1
C -1.27978 1.08331 -0.69582
C 0.02403 0.82070 -0.00698
C 1.17876 1.32473 -0.38941
C 0.91733 -2.03123 -0.10032
N 1.83202 -2.38432 -0.72912
C -0.01630 -0.17911 1.13872
N -0.09285 -1.58024 0.66818
H -1.92077 1.72824 -0.07639
H -1.12507 1.57667 -1.66043
H -1.84860 0.15476 -0.88235
H 2.09930 1.10767 0.13523
H 1.26730 1.93008 -1.29734
H -0.88978 -0.03050 1.79436
H 0.86918 -0.09343 1.76849
H -1.00190 -1.89498 0.35714
*
```

Löwdin atomic charge list, values in e, 5 entries: atom 1 (C): -0.066, atom 2 (C): -0.377, atom 3 (C): 0.052, atom 4 (C): -0.335, atom 5 (N): 0.134


Record 3
Below is a 2-piece molecular cluster, C30H50ClF7N3O4S5 overall in a non-equilibrium geometry, with properties calculated with ωB97M-V/def2-TZVPD.

Output
HOMO-LUMO gap = 0.223 hartree
HOMO level = -10.17 eV

```
! wB97M-V def2-TZVPD RIJCOSX def2/J DEFGRID3
* xyz 1 1
C 1.31054 -6.03012 -2.42307
C 0.85084 -5.52774 -1.00813
C 2.08448 -4.86655 -0.31919
C 1.85614 -3.37853 0.08420
N 1.96472 -2.50369 -1.10494
C 0.65520 -1.94004 -1.51675
C 0.53828 -1.73355 -3.04783
C -0.83389 -1.13177 -3.45750
C -0.83167 0.44933 -3.60836
C -1.29446 1.13252 -2.28496
C -2.74234 1.72213 -2.28491
C -3.67107 0.84180 -3.13228
C -3.88788 1.54763 -4.51395
F -4.98594 0.56370 -2.72589
N -3.16210 2.20574 -0.88981
C -4.56216 2.79678 -1.03278
C -5.17099 3.96237 -0.27641
C -5.50973 3.85577 1.23134
F -4.61623 5.23148 -0.51375
S -3.25271 0.86397 0.25533
O -4.20979 1.10635 1.29637
O -3.71237 -0.34027 -0.35736
C -1.72409 0.35820 1.18270
F -1.29813 -0.80639 0.69858
F -0.66725 1.17391 1.18671
C -2.02654 0.04137 2.71420
F -0.85007 -0.41575 3.17313
F -2.88372 -0.93025 2.87073
F -2.28978 1.12742 3.40936
C -2.22390 3.35325 -0.56330
C -2.20670 3.84101 0.90774
C -0.73221 3.28206 -0.97932
C -0.27923 2.31364 -2.11372
Cl 1.36302 1.69685 -1.63199
N -0.18531 3.11546 -3.38090
C 0.93457 3.26596 -3.79845
S 2.17228 3.20380 -4.74626
C 2.91659 -1.46521 -0.92177
S 3.89943 -1.08237 -2.18647
S 3.03081 -0.58213 0.62147
C 4.22401 0.78303 0.46086
C 3.64674 1.96747 1.28044
C 4.68574 3.13132 1.33401
H 0.59720 -6.73426 -2.86850
H 2.31420 -6.45399 -2.29079
H 1.43216 -5.13219 -3.05164
H 0.01821 -4.81711 -1.10686
H 0.53914 -6.39992 -0.41287
H 2.34844 -5.43161 0.59115
H 2.98174 -4.87894 -0.95922
H 0.85284 -3.32151 0.54850
H 2.58919 -3.14878 0.87229
H 0.56911 -0.93856 -1.04440
H -0.17438 -2.58914 -1.20559
H 0.58379 -2.74340 -3.49464
H 1.35620 -1.15077 -3.49098
H -1.66878 -1.44024 -2.80314
H -1.08752 -1.51491 -4.46183
H 0.21393 0.67644 -3.86226
H -1.41060 0.69929 -4.50292
H -1.09761 0.41407 -1.47327
H -2.61674 2.68026 -2.82359
H -3.31618 -0.16264 -3.40178
H -4.54372 2.41268 -4.28703
H -2.96140 1.97530 -4.91811
H -4.43351 0.90577 -5.21207
H -5.27507 1.96698 -0.88331
H -4.66598 3.07085 -2.09525
H -6.17610 4.07727 -0.72799
H -6.37604 3.18869 1.34282
H -4.68598 3.51748 1.86363
H -5.82856 4.85779 1.54784
H -2.60233 4.17457 -1.19354
H -2.94442 4.63007 1.11307
H -2.35747 3.06731 1.67482
H -1.24887 4.32029 1.15496
H -0.03753 3.13567 -0.13968
H -0.44487 4.29450 -1.31215
H 5.20659 0.54795 0.89361
H 4.33504 1.10787 -0.58234
H 3.36148 1.65393 2.29908
H 2.73052 2.36783 0.81748
H 5.13570 3.22445 0.33303
H 4.18179 4.07438 1.58757
H 5.44196 2.90170 2.09645
C 3.70664 -3.64951 5.96900
C 2.41569 -3.30638 5.21611
C 2.45966 -1.80928 4.88883
S 4.19722 -1.37485 4.76251
O 4.52264 -0.46266 5.82796
O 4.51628 -1.08285 3.38631
C 4.83430 -2.99138 5.18070
H 3.85282 -4.72584 6.05172
H 3.66608 -3.23551 6.97933
H 2.37030 -3.88474 4.28977
H 1.52960 -3.55472 5.79990
H 1.96564 -1.58547 3.94459
H 2.02248 -1.21119 5.68725
H 5.75563 -2.88722 5.74967
H 5.02634 -3.52373 4.24865
*
```

Löwdin atomic charge list, values in e, 5 entries: atom 1 (C): -0.102, atom 2 (C): -0.234, atom 3 (C): -0.183, atom 4 (C): -0.220, atom 5 (N): -0.191